Entry 1:
Entry from the Open Molecules 2025 dataset: a cluster of 2 separate species, C5H11O2 in total (ωB97M-V/def2-TZVPD).

Properties
- Kohn-Sham gap: 7.110 eV
- LUMO level: 0.1331 Ha
- Total charge: -1
- Relative energy (zero: lowest compared OMol25 entry of this formula, charge and spin): 107.2 kJ/mol

XYZ file:
```
18
C5H11O2 | the Open Molecules 2025 dataset | ωB97M-V/def2-TZVPD
C -0.251 0.567 -2.089
C 0.590 1.427 -1.087
C -1.236 -0.356 -1.410
O -1.058 -1.597 -1.422
O -2.233 0.178 -0.818
H -0.726 1.344 -2.712
H 0.295 0.001 -2.849
H -0.110 2.272 -1.033
H 1.615 1.604 -1.346
H 0.441 1.116 -0.045
C 1.284 0.330 3.165
C 2.141 -0.881 2.878
H 1.598 1.269 2.654
H 0.232 0.314 2.901
H 1.386 0.738 4.177
H 2.985 -0.873 3.562
H 2.564 -0.713 1.875
H 1.544 -1.784 2.890
```

Atom charges from the natural (NBO) analysis, given in e for atoms 1 to 5: -0.50, -0.63, 0.73, -0.78, -0.81


Entry 2:
Entry from the Open Molecules 2025 dataset: a structure of composition C25H21BrN2O2Yb (ωB97M-V/def2-TZVPD).

Properties
- Kohn-Sham gap (spin up / spin down): 6.295 / 5.848 eV
- Spin multiplicity: 2
- LUMO level (spin up / spin down): 0.0888 / 0.0724 Ha
- Total charge: -1
- Relative energy (zero: lowest compared OMol25 entry of this formula, charge and spin): 30.1 kJ/mol

XYZ file:
```
52
C25H21BrN2O2Yb | the Open Molecules 2025 dataset | ωB97M-V/def2-TZVPD
C 2.225 0.468 -3.263
C 0.993 0.887 -2.665
C 1.265 1.990 -1.791
H 0.018 0.449 -2.827
C 2.674 2.209 -1.814
C 3.288 1.239 -2.687
H 4.357 1.128 -2.897
H 2.328 -0.259 -4.063
H 0.512 2.563 -1.230
H 3.198 2.977 -1.281
Yb 2.125 -2.010 -2.021
Br -0.188 -3.442 -2.347
C 3.368 -3.795 -2.604
C 4.466 -2.888 -2.694
C 4.396 -2.237 -3.968
H 5.350 -2.872 -2.047
C 3.170 -2.589 -4.563
C 2.553 -3.578 -3.755
H 1.561 -3.987 -3.931
H 3.050 -4.329 -1.709
H 5.236 -1.747 -4.475
H 2.854 -2.303 -5.565
O 1.563 -1.257 0.137
C 0.457 -0.685 0.345
N 0.044 -0.135 1.578
C -1.312 0.301 1.512
C -1.605 0.079 0.017
O -2.641 0.457 -0.534
N -0.523 -0.489 -0.586
C -2.232 -0.460 2.467
C -2.992 -1.552 2.061
C -3.856 -2.165 2.978
C -3.939 -1.696 4.289
C -3.134 -0.641 4.705
C -2.274 -0.028 3.794
C -1.533 1.817 1.741
C -2.846 2.294 1.778
C -3.104 3.663 1.870
C -2.016 4.551 1.921
C -0.704 4.066 1.934
C -0.466 2.685 1.845
H 0.456 -0.412 2.464
H -2.913 -1.908 1.028
H -4.455 -3.014 2.644
H -4.631 -2.151 4.980
H -3.162 -0.269 5.730
H -1.643 0.811 4.111
H -3.684 1.588 1.706
H -4.143 4.016 1.885
H -2.210 5.622 1.958
H 0.146 4.751 2.005
H 0.550 2.287 1.835
```

Atom charges from the natural (NBO) analysis, given in e for atoms 1 to 5: -0.51, -0.32, -0.32, 0.24, -0.31


Entry 3:
Entry from the Open Molecules 2025 dataset: an isolated molecule of C5H7N3 (ωB97M-V/def2-TZVPD).

Properties
- Kohn-Sham gap: 9.762 eV
- LUMO level: 0.0233 Ha
- Relative energy (zero: lowest compared OMol25 entry of this formula, charge and spin): 570.4 kJ/mol

XYZ file:
```
15
C5H7N3 | the Open Molecules 2025 dataset | ωB97M-V/def2-TZVPD
C 1.924 0.857 0.616
C -0.536 0.091 0.784
C -0.706 -1.387 0.613
C -1.391 0.275 -1.387
C -0.127 0.388 -0.643
H 2.515 1.519 -0.003
H 2.257 -0.189 0.395
H 2.091 1.037 1.678
H -1.466 0.586 1.002
H -0.324 -2.168 1.319
H -1.802 0.917 -2.163
H 0.582 -0.360 -1.029
N 0.475 1.101 0.428
N -1.450 -1.829 -0.355
N -2.042 -0.837 -1.255
```

Atom charges from the natural (NBO) analysis, given in e for atoms 1 to 5: -0.41, -0.19, 0.07, 0.07, -0.14


Entry 4:
Entry from the Open Molecules 2025 dataset: a structure of composition C5H13AlBNOPS (ωB97M-V/def2-TZVPD).

Properties
- Kohn-Sham gap: 6.392 eV
- LUMO level: 0.1144 Ha
- Total charge: -1

XYZ file:
```
24
C5H13AlBNOPS | the Open Molecules 2025 dataset | ωB97M-V/def2-TZVPD
C 2.499 0.158 1.755
C 2.292 0.249 0.202
B 0.889 0.904 -0.189
O 0.488 2.102 0.460
Al -0.433 0.111 -1.637
N 0.175 -1.541 -2.480
C 1.257 -1.502 -2.941
S 2.839 -1.717 -3.255
P -2.472 -0.454 -0.569
C -3.187 1.043 0.294
C -2.020 -1.731 0.723
H 1.618 0.520 2.273
H 3.342 0.771 2.061
H 2.739 -0.861 2.040
H 3.146 0.782 -0.216
H 2.299 -0.764 -0.187
H 0.983 2.850 0.116
H -0.623 1.201 -2.799
H -4.214 0.802 0.553
H -2.642 1.234 1.218
H -3.190 1.914 -0.346
H -2.714 -2.558 0.626
H -2.039 -1.354 1.744
H -1.034 -2.158 0.551
```

Atom charges from the natural (NBO) analysis, given in e for atoms 1 to 5: -0.60, -0.82, 0.53, -0.98, 0.92


Entry 5:
Entry from the Open Molecules 2025 dataset: a cluster of 2 separate species, C8H8N4O4 in total (ωB97M-V/def2-TZVPD).

Properties
- Kohn-Sham gap: 9.667 eV
- LUMO level: 0.0156 Ha
- Relative energy (zero: lowest compared OMol25 entry of this formula, charge and spin): 201.9 kJ/mol

XYZ file:
```
24
C8H8N4O4 | the Open Molecules 2025 dataset | ωB97M-V/def2-TZVPD
C 1.057 2.896 3.040
C 1.655 3.994 2.213
C 2.360 3.619 1.138
C 1.589 1.257 1.152
C -1.553 -3.924 -1.157
C -2.624 -3.590 -2.119
C -2.653 -2.379 -2.721
C -0.634 -1.627 -1.411
H 0.239 1.034 2.676
H 1.609 4.990 2.585
H 2.851 4.241 0.420
H 3.068 2.107 -0.220
H -0.037 -2.959 -0.033
H -3.453 -4.390 -2.167
H -3.343 -1.956 -3.459
H -1.671 -0.453 -2.759
N 0.865 1.733 2.298
N 2.364 2.277 0.601
N -0.748 -2.860 -0.832
N -1.707 -1.457 -2.400
O 0.488 3.099 4.103
O 1.479 0.146 0.761
O -1.352 -5.002 -0.580
O 0.151 -0.796 -1.130
```

Atom charges from the natural (NBO) analysis, given in e for atoms 1 to 5: 0.65, -0.37, 0.05, 0.79, 0.64


Entry 6:
Entry from the Open Molecules 2025 dataset: a structure of composition C41H34BF5N3OPtS7Te (ωB97M-V/def2-TZVPD).

Properties
- Kohn-Sham gap (spin up / spin down): 7.066 / 5.908 eV
- Spin multiplicity: 6
- LUMO level (spin up / spin down): -0.0240 / -0.0925 Ha
- Relative energy (zero: lowest compared OMol25 entry of this formula, charge and spin): 200.0 kJ/mol

XYZ file:
```
94
C41H34BF5N3OPtS7Te | the Open Molecules 2025 dataset | ωB97M-V/def2-TZVPD
Pt 0.295 0.555 0.110
F 1.244 -1.899 -6.527
C 0.827 -1.199 -5.551
C 1.842 -0.739 -4.678
F 3.102 -1.091 -5.009
C 1.491 -0.036 -3.563
F 2.444 0.468 -2.839
C 0.102 0.231 -3.264
S -0.369 1.386 -2.087
C -0.855 -0.531 -4.042
F -2.147 -0.621 -3.648
C -0.495 -1.118 -5.188
F -1.397 -1.742 -5.923
S -0.935 4.495 2.281
C -0.985 3.489 0.952
N 0.157 3.060 0.477
C 1.200 3.738 1.104
C 2.523 3.365 0.928
C 3.488 3.807 1.827
C 3.071 4.650 2.863
C 1.755 5.029 3.087
C 0.813 4.552 2.222
H -1.898 3.003 0.605
H 2.709 2.658 0.124
H 4.545 3.505 1.775
H 3.801 4.887 3.596
H 1.478 5.625 3.945
B -1.057 -0.040 4.827
C -0.611 0.510 3.346
N -0.215 0.646 2.292
H -2.033 0.600 5.225
H -0.172 0.126 5.638
H -1.378 -1.223 4.653
C -1.010 7.692 -2.653
S -2.424 8.932 -2.656
C -3.598 7.774 -2.047
C -4.669 7.106 -2.755
S -5.299 7.466 -4.211
S -5.370 5.826 -1.858
C -4.462 6.025 -0.384
S -4.583 5.040 0.859
S -3.408 7.387 -0.347
H -0.142 8.301 -2.519
H -0.950 6.969 -3.419
H -1.178 7.059 -1.737
C -5.115 -4.658 3.148
C -3.967 -4.020 2.334
C -4.048 -2.772 1.802
C -3.010 -2.201 1.010
C -3.210 -0.845 0.290
C -1.879 -2.961 0.908
Te 0.013 -2.155 0.417
N 2.178 0.238 -0.127
C 3.615 0.288 -0.091
O 4.191 1.035 -0.809
C 4.245 -0.243 1.233
C 3.448 -0.381 2.367
C 4.047 -1.020 3.487
C 5.407 -1.393 3.404
C 6.176 -1.207 2.217
C 5.553 -0.752 1.097
C 0.777 -3.086 -1.317
C 2.167 -3.053 -1.298
C 2.886 -3.550 -2.399
C 2.197 -4.077 -3.458
C 0.858 -4.188 -3.438
C 0.063 -3.639 -2.392
C -1.432 -3.773 -2.444
C -1.760 -4.267 1.444
C -0.558 -5.098 1.323
C -2.843 -4.805 2.098
H -4.849 -5.601 3.530
H -5.991 -4.786 2.436
H -5.593 -4.084 4.029
H -5.001 -2.151 1.960
H -2.962 -0.086 1.011
H -4.254 -0.823 -0.024
H -2.547 -0.801 -0.567
H 2.372 -0.211 2.272
H 3.440 -1.383 4.312
H 5.927 -1.875 4.228
H 7.172 -1.674 2.336
H 5.983 -0.830 0.078
H 2.646 -2.720 -0.408
H 3.981 -3.536 -2.279
H 2.731 -4.532 -4.273
H 0.367 -4.731 -4.229
H -1.749 -4.303 -3.351
H -1.837 -2.772 -2.324
H -1.709 -4.473 -1.640
H 0.314 -4.678 1.782
H -0.186 -5.237 0.261
H -0.648 -6.066 1.744
H -2.854 -5.791 2.479
```

Atom charges from the Mulliken analysis, given in e for atoms 1 to 5: 2.33, -0.31, 0.55, 0.34, -0.38


Number 1: DFT total energy -9458.9184 eV. Number 2: DFT total energy -134916.3114 eV. Number 3: DFT total energy -9763.4754 eV. Number 4: DFT total energy -36333.6531 eV. Number 5: DFT total energy -22576.8381 eV. Number 6: DFT total energy -150227.9152 eV.